No. 1
267
Properties=species:S:1:pos:R:3:forces:R:3 method="wB97M-V/def2-TZVPD" homo_energy_ev=-13.37 e_tot_ev=-276861.28256 homo_lumo_gap_ev=8.842 lumo_ev=-4.5 total_charge=+3 spin_multiplicity=1
C 0.183 -4.697 1.534 0.67 -1.02 -1.19
C 1.274 -3.797 2.180 -1.62 0.49 -1.59
C 2.646 -4.267 1.794 1.54 -0.14 0.66
N 3.781 -3.636 2.692 -2.02 0.17 -0.42
C 3.503 -2.164 2.796 2.46 -0.14 0.55
C 5.101 -3.881 2.070 0.74 0.14 -2.13
C 5.999 -4.228 3.214 -0.22 1.10 1.53
C 5.053 -5.213 3.893 1.13 -0.32 1.40
C 3.876 -4.303 4.062 -1.29 -1.12 -1.44
H -0.814 -4.316 1.606 -0.47 0.76 0.35
H 0.066 -5.748 1.926 0.74 0.99 -0.16
H 0.342 -4.776 0.430 0.17 -0.13 1.14
H 1.062 -3.796 3.214 0.33 -0.04 1.44
H 1.090 -2.726 1.852 0.32 -1.25 0.14
H 2.932 -3.998 0.766 -0.31 -0.05 0.49
H 2.824 -5.352 1.925 -0.40 0.45 -0.11
H 3.650 -1.725 1.819 -0.13 0.15 -0.06
H 4.202 -1.763 3.555 0.05 -0.07 -0.70
H 2.569 -1.946 3.207 -1.73 -0.10 0.40
H 5.327 -3.062 1.365 0.15 -0.05 0.69
H 5.096 -4.777 1.390 -0.52 0.63 0.70
H 6.110 -3.409 3.977 0.11 -0.28 -1.01
H 6.980 -4.506 2.917 0.68 -0.69 -0.26
H 5.358 -5.554 4.908 0.07 -0.04 -0.87
H 4.870 -6.055 3.213 -0.22 0.02 0.48
H 3.937 -3.575 4.831 0.53 0.77 0.54
H 2.971 -4.848 4.251 -0.63 -0.18 -0.07
C -2.282 4.902 2.227 0.14 -1.22 -1.26
C -3.699 4.596 1.749 1.07 -0.93 0.46
C -4.442 3.997 2.897 -0.17 -2.77 0.69
C -5.896 3.825 2.606 -2.02 1.25 -0.61
N -6.724 2.786 3.323 -0.37 -0.57 -0.26
C -6.639 2.820 4.805 0.91 2.06 1.63
C -6.068 1.508 5.296 -0.32 -0.70 0.62
C -6.336 0.522 4.114 -0.33 0.48 0.49
C -6.130 1.428 2.896 -2.29 -0.78 0.43
C -8.216 2.949 2.967 0.86 -0.03 -1.41
H -1.669 5.217 1.386 0.20 -0.19 -0.22
H -1.914 3.954 2.640 0.46 0.33 0.07
H -2.207 5.683 2.949 -0.37 0.49 0.82
H -3.722 3.904 0.875 0.24 0.53 0.61
H -4.159 5.474 1.458 -1.05 1.98 -0.91
H -4.258 4.362 3.881 0.01 1.45 0.58
H -3.996 3.006 3.095 -0.06 0.00 -0.46
H -6.095 3.629 1.565 0.45 -0.63 -0.67
H -6.468 4.754 2.664 0.20 0.27 0.70
H -7.655 3.028 5.203 0.74 -0.22 -0.23
H -5.968 3.692 5.131 -1.07 -1.14 -0.55
H -6.538 1.326 6.309 0.49 -0.46 -1.28
H -4.993 1.554 5.445 0.11 0.21 0.00
H -7.409 0.252 4.118 0.58 -0.36 0.06
H -5.674 -0.371 4.083 -0.56 0.63 0.15
H -6.711 1.034 2.042 0.38 0.48 0.18
H -5.122 1.599 2.631 0.98 0.01 -0.13
H -8.237 2.798 1.878 -0.35 0.27 0.34
H -8.587 3.943 3.239 0.54 -0.09 -0.09
H -8.902 2.240 3.430 0.67 -0.37 0.24
C -7.245 -10.525 0.521 -0.86 0.17 -0.67
C -6.421 -11.782 0.089 -1.60 -0.32 1.00
C -5.564 -11.517 -1.098 0.30 0.95 -0.33
C -4.277 -10.813 -0.758 0.82 1.82 -0.18
N -2.909 -11.437 -0.759 -1.23 -1.54 1.69
C -2.835 -12.719 0.127 0.92 2.80 0.09
C -1.352 -12.965 0.238 0.32 1.25 -0.79
C -0.804 -11.473 0.339 -0.39 -0.66 -0.15
C -1.943 -10.536 -0.103 1.43 1.57 -1.83
C -2.530 -11.760 -2.124 0.00 1.93 -1.64
H -6.642 -9.604 0.491 0.10 -0.33 0.02
H -7.652 -10.579 1.546 0.12 -0.22 -0.52
H -8.121 -10.297 -0.197 1.33 -0.65 1.04
H -7.083 -12.647 -0.157 0.12 0.81 0.28
H -5.798 -12.168 0.906 -0.12 0.27 0.07
H -6.042 -10.788 -1.770 -0.26 -0.68 -0.02
H -5.436 -12.436 -1.599 0.43 -0.94 -1.02
H -4.341 -10.308 0.198 -0.26 -0.22 0.48
H -4.167 -9.973 -1.450 0.25 -0.09 -0.04
H -3.436 -13.410 -0.353 -1.16 -1.68 -0.53
H -3.204 -12.362 1.095 -0.30 -0.45 -0.13
H -0.920 -13.407 -0.653 -0.19 -0.45 0.01
H -1.154 -13.594 1.098 0.32 0.10 0.11
H 0.096 -11.237 -0.235 -0.10 -0.51 0.10
H -0.591 -11.364 1.367 0.43 0.69 1.12
H -1.614 -9.803 -0.931 -0.38 -1.13 1.54
H -2.417 -9.912 0.667 0.06 -0.65 -0.04
H -1.514 -12.100 -2.282 0.16 0.17 0.41
H -2.725 -10.829 -2.723 0.59 -1.09 0.49
H -3.197 -12.488 -2.474 -0.92 -1.27 -0.50
C -4.222 -1.452 -5.679 1.07 -0.35 -0.84
C -4.460 -0.007 -5.314 0.97 0.84 -0.23
C -3.835 1.109 -6.192 0.45 1.10 1.28
C -2.296 1.313 -5.931 -0.54 -1.86 -0.44
N -1.591 2.182 -6.917 -0.92 -0.86 -0.24
C -0.206 2.423 -6.443 -0.53 1.15 -0.18
C 0.278 3.649 -7.206 0.08 -0.46 0.90
C -1.018 4.511 -7.312 1.56 1.14 -2.66
C -2.175 3.584 -7.074 -1.20 -0.64 1.48
C -1.648 1.396 -8.200 -0.02 1.25 -0.16
H -4.865 -1.694 -6.565 0.79 -0.34 0.80
H -4.410 -2.100 -4.800 -0.27 0.18 -0.71
H -3.107 -1.626 -5.893 -1.60 0.12 -0.05
H -3.970 0.150 -4.383 0.02 0.21 1.37
H -5.507 0.225 -5.205 -0.38 -0.06 0.12
H -4.320 2.071 -5.912 0.11 -0.58 -0.24
H -4.057 0.917 -7.223 0.14 -0.02 -0.76
H -1.824 0.321 -6.115 -0.15 0.54 0.52
H -1.960 1.646 -4.956 -0.84 0.16 0.37
H 0.350 1.532 -6.647 0.49 -0.46 0.68
H -0.386 2.764 -5.421 0.70 -0.66 0.30
H 0.765 3.310 -8.123 -0.33 0.53 -0.25
H 1.040 4.119 -6.570 -0.18 0.02 -0.46
H -1.066 4.857 -8.395 0.02 0.00 1.39
H -0.922 5.419 -6.662 -0.56 -1.05 -0.45
H -2.956 3.462 -7.852 0.48 0.73 0.61
H -2.625 3.837 -6.083 -0.02 -0.38 -0.77
H -0.671 1.392 -8.591 1.20 -0.03 -0.75
H -2.272 2.001 -8.825 -0.36 -0.34 -0.83
H -1.986 0.370 -8.127 -0.23 0.12 0.41
C 2.052 10.381 7.439 0.09 -0.63 2.22
C 2.502 9.928 6.099 -0.47 -1.04 -0.84
C 1.655 8.839 5.430 -0.64 -0.12 1.32
C 2.370 8.346 4.199 -1.76 0.69 -0.76
N 1.547 7.288 3.481 1.30 0.21 -0.95
C 1.533 5.952 4.157 -0.23 0.00 1.84
C 1.350 4.911 3.092 -1.09 0.28 -0.58
C 2.019 5.537 1.836 0.73 -1.49 -0.30
C 2.242 6.982 2.176 2.30 1.02 0.13
C 0.177 7.732 3.153 0.00 -1.84 0.50
H 2.735 11.204 7.635 -0.59 0.56 0.51
H 2.342 9.633 8.229 -0.45 0.46 -0.72
H 0.967 10.611 7.624 1.10 0.10 -0.60
H 3.511 9.509 6.215 0.08 0.58 -0.26
H 2.447 10.791 5.435 0.62 -0.02 -0.22
H 0.690 9.342 5.195 0.52 -0.58 -0.12
H 1.411 7.999 6.155 0.42 0.84 -0.78
H 3.352 7.945 4.325 0.52 -0.44 0.54
H 2.487 9.195 3.493 -0.16 -0.48 0.19
H 0.656 5.870 4.825 0.67 0.46 0.07
H 2.465 5.856 4.757 -0.55 0.12 -0.51
H 0.244 4.729 3.052 1.07 -0.05 -0.64
H 1.802 3.993 3.427 0.13 -0.41 -0.13
H 1.569 5.378 0.863 -0.74 -0.06 0.10
H 3.017 5.046 1.704 -0.71 0.44 0.21
H 2.014 7.785 1.463 -0.32 -0.55 0.02
H 3.350 7.086 2.369 -1.14 0.19 0.03
H -0.215 6.949 2.484 -0.31 0.64 0.27
H 0.160 8.693 2.749 0.32 1.39 -1.15
H -0.338 7.819 4.081 -0.79 -0.38 0.57
C 2.505 1.037 1.952 1.90 1.15 0.50
C 1.368 1.712 1.294 -2.17 -0.24 -1.60
C 0.388 0.649 0.755 0.97 -1.95 0.77
C -0.878 1.222 0.244 -1.06 2.43 -0.28
N -1.835 0.372 -0.604 0.35 -0.27 -0.20
C -3.299 0.839 -0.469 1.10 0.14 0.37
C -3.927 -0.226 0.360 -2.04 0.22 0.45
C -3.290 -1.509 -0.042 0.77 -0.83 -0.25
C -1.822 -1.161 -0.172 0.19 2.16 0.30
C -1.505 0.485 -2.068 -1.12 -0.17 0.33
H 2.312 0.398 2.831 -0.33 0.53 -0.33
H 3.164 1.880 2.208 0.21 -0.31 0.77
H 3.117 0.501 1.256 0.01 -0.63 -0.46
H 1.597 2.336 0.400 0.59 -0.24 0.63
H 0.850 2.360 1.989 -0.25 0.12 0.26
H 0.224 -0.065 1.614 -0.13 0.61 -0.88
H 0.916 0.074 -0.027 -0.21 0.26 0.29
H -0.595 2.225 -0.313 -1.07 -1.96 0.64
H -1.521 1.472 1.100 0.32 0.29 -0.09
H -3.594 0.871 -1.499 -0.88 0.10 -0.26
H -3.387 1.837 -0.014 0.44 -0.26 -0.42
H -5.024 -0.296 0.203 0.52 0.27 0.04
H -3.787 -0.002 1.420 0.24 -0.13 0.08
H -3.719 -1.924 -0.957 0.15 0.16 -0.07
H -3.411 -2.251 0.726 -0.06 -0.48 0.31
H -1.211 -1.648 -0.897 0.10 -0.56 -0.55
H -1.272 -1.154 0.767 -0.37 -0.24 0.21
H -0.457 0.532 -2.146 1.18 -0.50 -0.37
H -1.882 1.461 -2.382 -0.16 -0.23 -0.24
H -1.986 -0.379 -2.605 0.55 0.96 0.38
C 5.119 4.474 -1.113 0.85 -0.43 -2.45
C 6.026 3.601 -2.041 -0.53 -0.02 0.66
N 7.119 2.874 -1.285 -0.33 -0.40 -0.48
C 6.596 2.178 -0.005 -0.64 0.78 -1.85
C 7.654 1.848 -2.265 -0.14 -1.16 1.02
C 8.075 2.346 -3.620 -0.24 1.33 -0.99
C 8.137 3.880 -1.034 0.97 0.64 0.04
C 9.263 3.497 -0.125 2.72 -0.43 -1.08
O 10.057 2.351 -0.600 -1.26 0.79 0.21
C 11.483 2.402 -0.374 -1.36 0.15 0.62
H 4.365 3.787 -0.833 -0.84 -0.34 1.33
H 4.597 5.154 -1.791 0.17 0.24 0.21
H 5.686 5.036 -0.367 -0.42 -0.24 0.05
H 6.532 4.184 -2.804 0.11 0.14 0.12
H 5.517 2.790 -2.579 -0.54 0.56 0.40
H 6.050 2.996 0.477 -0.16 -0.79 0.25
H 7.340 1.758 0.645 0.79 0.13 -0.15
H 5.996 1.342 -0.400 -0.26 0.55 0.48
H 6.835 1.099 -2.306 0.69 0.20 -0.18
H 8.522 1.478 -1.720 -0.13 -0.50 -0.32
H 7.265 2.413 -4.375 0.22 -0.23 0.58
H 8.837 1.689 -4.045 -0.04 0.13 0.22
H 8.482 3.390 -3.575 0.00 -1.13 -0.20
H 7.639 4.736 -0.588 0.10 0.15 0.08
H 8.514 4.192 -2.022 -0.06 -0.03 0.69
H 8.951 3.356 0.880 -0.36 -0.40 1.03
H 9.949 4.361 -0.117 -0.29 -0.04 0.08
H 11.858 3.302 -0.818 0.48 0.59 -0.15
H 11.882 1.547 -0.893 0.19 -0.27 0.06
H 11.682 2.374 0.708 0.20 -0.07 -0.35
C 0.516 -8.238 -3.815 0.91 -0.79 -0.42
F 1.642 -7.912 -3.194 0.20 0.29 0.58
F 0.579 -7.616 -5.012 -0.90 -0.80 1.02
F 0.567 -9.593 -3.988 -0.19 0.98 -0.27
S -0.986 -7.892 -2.711 -0.48 1.51 -3.50
O -1.813 -9.031 -3.003 -0.20 -0.03 0.45
O -0.517 -7.705 -1.389 0.60 -0.01 1.30
N -1.662 -6.641 -3.378 -0.07 1.08 -0.22
S -1.325 -5.109 -3.731 -0.55 0.39 1.81
O -0.364 -4.934 -4.810 -1.32 -0.11 1.14
O -2.533 -4.250 -3.635 1.89 -1.88 -0.83
C -0.442 -4.477 -2.151 -1.52 -1.49 -1.44
F -0.331 -3.169 -2.325 0.32 0.33 0.75
F -1.187 -4.745 -1.024 0.90 0.56 -1.38
F 0.749 -5.064 -2.072 0.02 0.42 0.64
C -1.440 -2.784 5.345 -0.03 0.72 -0.92
F -0.834 -3.892 4.856 -0.73 0.62 0.48
F -2.731 -2.721 4.910 1.32 -0.52 0.71
F -1.372 -2.748 6.656 -0.26 -0.46 -0.03
S -0.571 -1.294 4.624 0.44 2.21 1.18
O 0.868 -1.398 4.853 -1.60 -0.53 -0.24
O -1.071 -1.219 3.285 0.23 -0.60 -1.19
N -1.229 -0.075 5.490 0.48 -0.61 -0.92
S -1.598 1.261 4.688 -1.08 -0.21 2.01
O -0.497 1.961 4.098 0.56 0.02 -1.28
O -2.884 1.217 3.970 1.32 0.04 0.52
C -1.872 2.424 6.198 0.03 -1.04 -3.77
F -2.480 3.475 5.543 -0.21 -0.17 1.34
F -2.660 1.819 7.048 -0.01 0.91 0.92
F -0.725 2.882 6.662 -0.54 -0.33 0.78
C -4.041 5.788 -3.118 0.24 -2.87 4.33
F -4.412 5.619 -4.305 -1.02 0.21 -3.11
F -3.474 6.903 -2.864 0.59 2.23 -0.11
F -5.161 5.677 -2.275 1.55 -0.10 -1.09
S -2.727 4.406 -2.707 -0.87 -0.96 1.13
O -2.633 4.244 -1.284 -0.27 0.69 1.13
O -3.265 3.221 -3.327 -0.18 0.04 -1.31
N -1.360 4.829 -3.305 0.97 0.67 -0.37
S -0.144 5.330 -2.342 -1.92 0.82 -1.80
O -0.480 6.377 -1.444 -0.35 0.63 1.12
O 0.661 4.258 -1.894 0.84 -0.96 0.29
C 0.811 6.262 -3.618 -0.87 -0.10 -1.40
F 0.975 5.499 -4.710 1.02 -0.73 0.27
F 0.218 7.352 -4.168 0.40 -0.24 1.69
F 1.967 6.556 -3.026 -0.02 0.32 -0.62
C 3.093 1.211 -4.294 -0.22 -1.36 -0.28
F 2.177 2.053 -4.767 0.18 0.24 0.06
F 3.002 0.061 -4.953 -0.63 -0.45 -0.28
F 4.316 1.639 -4.532 0.58 1.07 -0.02
S 2.869 0.937 -2.504 -0.89 1.72 -0.18
O 3.196 2.265 -2.036 0.00 -0.42 0.49
O 1.536 0.450 -2.257 0.77 0.05 -0.37
N 4.041 -0.071 -2.307 0.63 0.33 -0.03
S 3.998 -1.210 -1.268 -3.67 -1.71 0.62
O 5.275 -1.576 -0.806 2.05 -0.03 0.65
O 2.912 -1.109 -0.276 1.58 0.08 -1.18
C 3.424 -2.729 -2.208 -1.25 0.54 -0.05
F 2.146 -2.504 -2.687 1.81 -0.49 0.89
F 4.160 -3.131 -3.225 0.12 0.23 0.30
F 3.427 -3.692 -1.251 -0.36 0.12 -0.90



No. 2
9
Properties=species:S:1:pos:R:3:forces:R:3 method="wB97M-V/def2-TZVPD" homo_energy_ev=-9.90 e_tot_ev=-8637.19937 homo_lumo_gap_ev=10.686 lumo_ev=0.8 total_charge=0 spin_multiplicity=1
O -0.165 -1.515 -1.249 0.71 -0.77 -0.39
N -0.116 -0.372 -0.552 -1.73 1.03 -0.48
C 0.571 -0.289 0.554 2.13 -0.14 0.87
C 0.298 0.979 1.005 -1.35 1.72 0.75
N -0.704 1.554 0.193 2.08 -2.59 -0.43
N -0.907 0.667 -0.801 0.18 0.53 1.12
H -0.938 -1.446 -1.793 -0.95 0.13 -0.67
H 1.287 -1.110 0.737 -0.60 0.90 0.42
H 0.675 1.532 1.906 -0.48 -0.82 -1.20



No. 3
42
Properties=species:S:1:pos:R:3:forces:R:3 method="wB97M-V/def2-TZVPD" homo_energy_ev=-8.68 e_tot_ev=-18024.00756 homo_lumo_gap_ev=9.498 lumo_ev=0.8 total_charge=0 spin_multiplicity=1
C 0.016 2.681 0.352 -0.55 -2.30 -0.74
C -0.307 1.379 0.075 1.50 3.28 0.10
C -0.380 0.870 -1.335 -0.41 -0.91 0.62
C 0.804 -0.121 -1.527 0.01 -0.25 -0.81
C 0.929 -1.251 -0.502 -0.66 1.60 0.42
C 0.738 -0.679 0.943 0.59 -1.08 0.13
C 0.543 -1.843 1.932 0.11 -0.17 -0.17
O 1.906 0.109 1.266 -0.79 -0.13 0.52
C 3.190 -0.490 1.310 -0.25 -0.04 -1.31
C 4.002 0.299 2.285 0.64 0.90 0.09
C -0.445 0.339 1.121 -0.47 -0.30 -0.35
C -1.916 -0.166 1.012 0.31 0.06 0.43
C -2.278 -0.684 -0.355 1.17 -0.63 -0.70
C -1.824 0.273 -1.513 -1.16 -0.35 -0.65
C -2.854 1.440 -1.574 0.13 -0.05 0.04
C -1.981 -0.511 -2.841 0.22 0.46 0.07
H 0.164 3.019 1.363 -0.01 0.08 0.22
H 0.195 3.375 -0.462 -0.12 0.07 0.07
H -0.257 1.688 -2.050 -0.07 -0.03 0.06
H 0.729 -0.589 -2.526 0.08 0.28 0.23
H 1.758 0.420 -1.511 -0.34 0.28 -0.05
H 1.898 -1.734 -0.662 -0.12 -0.04 0.46
H 0.157 -1.961 -0.699 -0.45 -0.77 -0.02
H -0.407 -2.348 1.763 -0.20 0.25 -0.01
H 1.263 -2.657 1.845 0.36 0.20 -0.23
H 0.587 -1.499 2.958 -0.13 0.20 0.24
H 3.601 -0.428 0.268 0.08 -0.18 0.78
H 3.196 -1.538 1.608 -0.38 -0.19 -0.02
H 3.459 0.356 3.249 0.40 0.04 -0.48
H 4.153 1.326 1.866 -0.09 -0.71 0.62
H 4.994 -0.170 2.434 -0.46 0.28 -0.01
H -0.361 0.799 2.107 0.37 -0.10 0.03
H -2.579 0.691 1.210 0.38 -0.10 0.21
H -2.131 -0.911 1.782 -0.01 0.00 -0.03
H -1.798 -1.675 -0.516 -0.25 0.49 0.08
H -3.348 -0.888 -0.390 -0.11 0.22 -0.27
H -3.891 1.072 -1.721 0.63 0.02 -0.07
H -2.600 2.124 -2.403 -0.15 -0.18 0.34
H -2.862 2.004 -0.636 0.11 0.08 -0.20
H -1.379 -1.416 -2.835 0.03 -0.16 0.01
H -1.648 0.093 -3.710 -0.28 -0.20 0.38
H -3.036 -0.799 -2.976 0.35 0.10 -0.05